[1]
70
Properties=species:S:1:pos:R:3:forces:R:3 method="wB97M-V/def2-TZVPD" charge=0 homo_lumo_gap_ev=8.84 smiles="CCN(CC)S(=O)(=O)c1ccc2c(c1)nc(SCC(=O)N1CCCCCC1)n2-c1ccc(OC)cc1" molar_mass_g_mol=530.716 homo_energy_ha=-0.3110
C -1.3602 -2.6345 0.4079 0.1 -0.2 0.3
H -0.5640 1.8308 -0.7724 0.1 0.0 -0.1
H 5.6709 1.5313 -1.6910 0.1 -0.1 -0.3
H 6.8642 -3.2985 -0.6987 0.0 -0.1 0.0
H -3.8216 -0.1939 0.6397 0.1 0.1 0.1
H -0.1256 -3.0762 2.1022 -0.1 -0.1 -0.1
H -1.8197 -3.6188 2.3267 0.0 0.0 0.0
H -4.9743 -0.6868 -2.1427 -0.1 0.0 0.0
H -2.6703 -0.7782 -2.9018 0.1 0.0 0.0
H 3.9353 0.5685 -3.1418 -0.1 0.0 -0.1
H -4.8406 3.4066 -1.8450 0.0 0.0 0.0
C 1.2162 1.0616 1.3238 0.7 -0.2 0.1
C -4.6236 -0.5060 -0.0311 -0.2 0.0 -0.2
H -2.5260 3.1137 -1.4432 -0.1 0.0 -0.1
H 3.9283 -0.8845 2.0917 0.0 -0.2 0.1
H 1.2740 3.0116 0.3994 0.0 0.1 -0.1
H -5.4626 -2.3991 -0.6297 -0.1 0.0 0.0
H -4.0462 4.9166 -1.3121 0.0 0.0 0.0
H -2.1643 1.3776 3.1633 0.0 0.0 0.1
S 5.7069 0.9824 0.8236 0.1 0.0 -0.1
C -5.0005 -1.9611 0.2564 0.2 0.1 0.2
C 6.8470 -2.2672 -1.0410 -0.2 0.2 0.1
C -2.7695 -2.4001 -1.5014 0.4 0.2 -0.3
C -1.1728 -2.8577 1.8989 0.1 0.3 0.0
O -4.6428 3.6358 0.2100 0.1 -0.2 0.3
C -1.3476 2.0214 -0.0546 0.1 -0.2 0.3
N 5.9581 -0.0456 -0.4562 0.1 0.6 0.9
O 6.3352 0.3979 1.9715 -0.2 -0.3 0.0
O -0.3905 -2.4363 -0.3035 0.3 0.1 -0.1
C -1.2324 1.5273 1.2375 -0.4 0.3 -0.3
C 1.9553 -0.0429 1.8219 -0.2 0.7 -0.5
O 6.1188 2.2925 0.4071 -0.3 0.0 -0.2
N 1.0987 -0.9501 2.3778 -0.2 -0.3 0.4
C 3.9319 1.0088 1.0900 0.8 0.0 0.0
C -3.8137 -2.8070 0.7257 -0.3 -0.2 0.1
N -0.1013 0.7808 1.6044 0.3 -0.2 0.1
S -1.5446 -1.2644 2.7203 -0.3 -0.3 0.2
C 3.3403 -0.0710 1.7039 -0.2 0.0 0.1
H -5.4867 0.1303 0.1741 0.0 0.0 0.1
H -3.6487 -2.9377 -1.8580 0.0 0.0 0.0
H -2.0595 -0.3978 -1.2918 0.1 0.0 0.0
H 7.8478 -1.8524 -0.9605 0.1 0.0 0.0
C 4.1612 0.0675 -2.2039 0.2 0.0 0.1
C -2.2546 1.7531 2.1556 0.1 0.1 -0.2
C 5.8813 -1.4615 -0.1778 0.1 -0.5 0.2
H 6.1638 -1.5607 0.8710 -0.1 -0.2 -0.1
H 3.7659 2.9147 0.1751 0.0 0.1 -0.1
H 3.4253 0.3683 -1.4621 -0.1 0.0 0.0
C 3.2114 2.1048 0.6211 -0.1 0.2 -0.1
C 1.8371 2.1563 0.7395 0.0 0.1 0.0
H 6.5443 -2.2557 -2.0850 0.0 0.0 -0.1
N -2.6210 -2.6213 -0.0746 -0.2 0.0 -0.2
C -3.3756 2.4564 1.7752 -0.1 0.1 -0.2
C -3.4965 2.9598 0.4775 0.1 -0.1 0.1
H -4.1393 0.7912 -1.6689 -0.1 0.0 -0.1
H -3.5960 -2.5157 1.7535 -0.1 -0.1 -0.1
C -0.0874 -0.4416 2.2287 0.2 -0.4 0.1
H -1.8798 -2.8158 -1.9821 -0.2 0.0 0.0
H 6.2996 0.0857 -2.4934 0.0 0.1 0.1
H -4.1786 2.6360 2.4712 -0.1 0.0 0.1
H -5.7436 -1.9970 1.0551 0.0 -0.1 0.0
C -2.8568 -0.9094 -1.8342 -0.2 -0.1 -0.1
C -2.4674 2.7398 -0.4335 -0.3 0.2 -0.1
H 4.8572 -1.8399 -0.3053 0.1 0.0 0.1
H -4.1022 -3.8680 0.7182 0.0 0.1 0.1
H 4.0752 -1.0048 -2.3612 -0.1 -0.1 0.0
C -4.2022 -0.2829 -1.4824 0.3 0.1 0.1
C -4.8234 4.1839 -1.0740 0.0 0.1 -0.2
H -5.7907 4.6825 -1.0470 0.1 0.0 -0.1
C 5.5736 0.4467 -1.7578 -0.3 0.3 -0.5

***

[2]
67
Properties=species:S:1:pos:R:3:forces:R:3 method="wB97M-V/def2-TZVPD" charge=0 homo_lumo_gap_ev="8.02 / 7.71" molar_mass_g_mol=538.402 homo_energy_ha="-0.2765 / -0.2954" spin_multiplicity=3
H -6.4970 1.8256 0.3052 0.0 0.0 0.0
H -0.2093 1.2730 -2.0401 0.0 0.0 0.1
H -0.2129 0.2787 2.5479 0.0 0.0 0.0
H 0.2627 1.4153 3.8099 0.0 0.0 0.0
C -3.0047 -2.0739 -2.5012 0.0 0.0 0.0
H 2.2229 -1.5467 -2.9797 0.0 0.0 0.0
Si 1.0100 2.4437 -0.0493 0.3 0.4 0.2
H 2.4000 3.1765 3.0445 0.0 0.0 0.0
C -3.1784 -2.9592 -3.5578 0.0 0.0 0.0
H 1.5260 4.8647 -0.5277 0.0 -0.1 0.0
O 0.8949 -1.8379 0.7821 -0.3 -0.2 0.1
H -2.1022 -3.0286 1.2303 0.0 0.0 0.0
Ni 0.4912 -0.2128 -0.2608 0.5 -0.4 0.2
H 4.8298 0.8967 0.3736 0.0 0.0 0.0
C 0.0210 -2.6137 1.3451 0.3 0.2 -0.1
H 4.0042 2.4979 2.7426 0.0 0.0 0.0
C 0.5766 0.5244 3.2608 -0.1 0.0 0.1
H -0.6127 -5.0737 -2.9198 0.0 0.0 0.0
N 2.2121 -0.3142 -1.3268 -0.1 -0.1 -0.1
C -4.5106 1.7943 -0.5051 0.0 0.0 0.0
H 2.8959 -1.5824 2.2625 0.0 0.0 0.0
Si 2.2303 0.7791 2.3994 0.0 0.0 0.0
C -1.9690 -2.2654 -1.5919 0.0 0.0 0.0
C 1.9788 1.0163 0.5769 -0.4 -0.3 -0.4
H -1.1623 2.0264 1.1630 0.0 0.0 0.0
H -6.2896 -0.3968 1.3693 0.0 0.0 0.0
H -4.5960 2.7703 -0.9654 0.0 0.0 0.0
C -3.3274 1.0764 -0.6175 0.0 0.0 0.0
C 2.0596 3.9891 -0.1448 0.1 0.2 -0.1
C 0.3607 2.1783 -1.8023 -0.1 -0.1 -0.2
C -4.2848 -0.7067 0.6861 0.0 0.0 0.0
H 3.1605 2.1384 4.2547 0.0 0.0 0.0
C 2.8465 -1.0119 -2.2736 -0.1 0.1 0.1
H -3.9889 -2.8037 -4.2581 0.0 0.0 0.0
C 4.2877 0.3502 -0.3864 -0.1 0.1 0.0
C 3.0234 2.2871 3.1786 0.1 0.2 0.1
H -0.0938 3.1018 2.0627 0.0 0.0 0.0
C -1.1026 -3.3485 -1.7541 0.0 0.0 0.0
O 0.2635 -3.6386 1.9502 0.0 0.0 0.0
H 4.7118 -1.6214 -3.1149 0.0 0.0 0.0
H 1.2003 2.1981 -2.5010 0.0 0.0 0.0
H 2.9236 3.8084 -0.7919 0.0 0.0 0.0
C 4.9432 -0.3609 -1.3659 0.0 0.0 -0.1
H 2.4376 4.2289 0.8526 0.0 0.0 0.0
C 2.8856 0.3721 -0.3817 0.1 0.1 0.1
C -0.4375 2.8376 1.0591 -0.2 0.1 0.2
H -2.4620 -4.7300 -4.5320 0.0 0.0 0.0
H -2.4882 1.5010 -1.1579 0.0 0.0 0.0
C -3.2099 -0.1814 -0.0286 -0.1 0.0 0.0
H -1.6702 -1.5568 2.1227 0.0 0.0 0.0
C 4.2192 -1.0550 -2.3378 0.1 0.0 0.0
H -4.2043 -1.6826 1.1490 0.0 0.0 0.0
C -5.5765 1.2642 0.2088 0.0 0.0 0.0
C -5.4616 0.0163 0.8078 0.0 0.0 0.0
C -1.2846 -4.2324 -2.8067 0.0 0.0 0.0
H 6.0260 -0.3803 -1.3839 0.0 0.0 0.0
H 0.6433 -0.3039 3.9717 0.0 0.0 0.0
C -2.3216 -4.0388 -3.7109 0.0 0.0 0.0
P -1.6660 -1.1001 -0.2238 -0.1 0.0 -0.1
H -0.9635 3.7044 0.6463 0.0 0.0 0.1
H -0.2806 -3.5094 -1.0654 0.0 0.0 0.0
C -1.4501 -2.1573 1.2361 -0.1 0.0 0.0
H -3.6862 -1.2402 -2.3852 0.0 0.0 0.0
H -0.3003 3.0236 -2.0206 0.1 0.0 -0.1
H 3.3974 -0.8578 3.8030 0.0 0.0 0.0
C 3.3228 -0.6893 2.7244 0.1 -0.2 0.1
H 4.3363 -0.5467 2.3431 0.0 0.0 0.0

***

[3]
71
Properties=species:S:1:pos:R:3:forces:R:3 method="wB97M-V/def2-TZVPD" charge=-1 homo_lumo_gap_ev=4.63 molar_mass_g_mol=787.992 homo_energy_ha=-0.0833
C 3.5501 -0.6625 1.4105 0.0 -0.1 0.1
C 0.0560 -1.8023 -2.7253 -0.1 0.0 0.1
H 7.8674 0.7377 2.4460 0.0 0.0 0.0
S 0.3517 2.2239 -2.0482 -0.1 -0.1 0.0
C 5.0305 -0.7325 1.2820 0.0 0.0 0.0
C -2.3120 3.9727 0.2367 0.0 0.0 0.0
H -5.1173 -0.0084 0.9142 0.0 0.0 0.0
H -3.1852 -0.6425 2.5570 0.0 0.0 0.0
C 5.6295 -1.6186 0.3836 0.0 0.0 0.0
H 3.1161 3.0516 0.0826 0.0 0.0 0.0
H 4.4775 2.2445 0.8918 0.0 0.0 0.0
C -1.3184 4.8701 0.2261 0.0 0.0 0.0
C -3.6584 1.4254 0.3132 0.0 -0.1 0.0
H -1.6998 -3.0451 -2.7497 0.0 0.0 0.0
C 5.8657 0.1079 2.0199 0.0 0.0 0.0
H -2.6670 -1.7379 3.8529 0.0 0.0 0.0
H 3.0815 -1.6328 1.2332 0.0 0.0 0.0
H 7.4410 -2.3561 -0.4816 0.0 0.0 0.0
H -2.5771 -1.0159 -2.3744 0.0 0.0 -0.1
H -2.6717 -3.4076 0.2245 0.0 0.0 0.0
N -0.3071 4.3717 -0.5640 -0.1 0.1 -0.1
C 3.7943 0.5182 -1.3853 0.0 0.0 0.1
C -0.1122 -3.9054 -1.5959 0.0 0.0 0.0
H -0.3479 -1.0295 -3.3692 0.0 0.0 0.0
C -4.3375 0.2343 0.2031 0.0 0.0 0.0
C -2.9332 -0.3289 -1.6195 0.0 0.1 0.1
H 8.8973 -0.8377 0.8324 0.0 0.0 0.0
H 0.9855 -2.0713 2.8506 0.0 0.0 0.0
H -3.2150 -3.6884 1.8860 0.0 0.0 0.0
H -0.1497 -2.9551 3.8861 0.0 0.0 0.0
H 3.2508 -0.3478 2.4127 0.0 0.0 0.0
H -3.2684 4.0171 0.7200 0.0 0.0 0.0
H -1.7557 -4.4858 1.2870 0.0 0.0 0.0
C -2.3319 -3.5553 1.2525 0.0 0.0 0.1
O -0.7590 -1.2016 0.5763 -0.2 -0.2 -0.2
C -0.6837 -2.9344 -2.3946 0.0 0.0 0.0
I 2.2005 -5.1323 -0.0373 0.0 0.0 0.1
Pd 0.3290 0.1514 -0.7983 0.5 0.5 0.4
H 1.2845 4.7235 -1.8299 0.0 0.0 0.0
C 1.1942 -3.7096 -1.1750 -0.1 0.1 -0.1
H 1.6892 4.8488 -0.1184 0.0 0.0 0.0
H 2.8652 -2.3680 -1.1883 0.0 0.0 0.0
C 7.0052 -1.6570 0.2219 0.0 0.0 0.0
Si -1.2578 -2.0640 1.7906 0.0 0.1 0.0
C 7.2437 0.0737 1.8594 0.0 0.0 0.0
H 4.8284 0.7525 -1.1271 0.0 0.0 0.0
C -0.6544 3.1343 -1.0848 0.2 0.0 0.1
H -3.8811 2.0975 1.1288 0.0 0.0 0.0
H 0.5198 -3.7238 2.4444 0.1 -0.1 0.0
C 3.3895 2.2964 0.8195 -0.1 -0.1 0.1
H 0.7285 6.1369 -0.8879 0.0 0.0 0.0
C -3.9786 -0.6716 -0.7915 0.0 0.0 0.0
C 7.8222 -0.8074 0.9570 0.0 0.0 0.0
H 3.4053 1.2545 -2.0894 0.0 0.0 0.0
As 2.6042 0.6018 0.1779 -0.2 0.0 -0.4
C 0.9211 5.0640 -0.8629 0.0 0.0 0.0
H -4.4719 -1.6282 -0.8925 0.0 0.0 0.0
C -2.3159 -1.0946 3.0389 0.0 0.0 0.0
H -0.6647 -4.7883 -1.3045 0.0 0.0 0.0
H -1.7201 -0.2865 3.4745 0.0 0.0 0.0
N 1.3056 -1.6044 -2.2971 0.2 -0.1 -0.2
H 5.4230 0.7935 2.7337 0.0 0.0 0.0
H -1.2533 5.8313 0.7043 0.0 0.0 0.0
C 0.1512 -2.7797 2.8479 0.0 0.0 0.0
H 3.7382 -0.4549 -1.8655 0.0 0.0 0.0
H 2.9580 2.5706 1.7828 0.0 0.0 0.0
N -2.2849 0.8363 -1.5568 -0.1 -0.1 -0.2
C -2.6445 1.6873 -0.6168 0.1 0.1 0.1
C 1.8544 -2.5501 -1.5360 0.0 0.0 0.1
N -1.9284 2.8960 -0.5642 0.0 0.0 0.0
H 5.0028 -2.2897 -0.1931 0.0 0.0 0.0